Density functional theory data (ωB97M-V/def2-TZVPD) for C28H29AsF5IrOSi2Te as an isolated structure.

Results
- HOMO energy (alpha / beta): -0.429 / -0.429 Ha
- Kohn-Sham gap (alpha / beta): 7.6554 / 6.6290 eV
- LUMO (alpha / beta): -4.02 / -5.05 eV
- Strongest force on any atom: 0.92 eV/Å
- Multiplicity: 2
- Charge: +1
- DFT total energy: -131863.0565 eV

```
68
Properties=species:S:1:pos:R:3:forces:R:3:nbo_charge:R:1
Ir -0.2700 1.1187 0.3700 -0.818 0.244 -0.077 0.78
Te -3.3217 0.6134 0.6407 0.118 0.073 -0.346 2.65
As -0.8444 -2.0281 0.2343 0.359 -0.257 -0.406 1.97
Si 0.0332 3.2068 1.5296 0.045 -0.359 -0.047 1.49
Si 0.8624 2.1524 -1.4839 0.196 0.080 0.030 1.49
F -0.2363 -0.1981 1.9657 0.422 0.382 -0.365 -0.74
F -4.0867 -1.0107 1.1159 -0.181 -0.270 0.071 -0.63
F -1.8526 2.0208 -0.5241 0.372 -0.024 0.054 -0.62
F -3.9110 0.3517 -1.0772 0.011 0.095 -0.059 -0.60
F -4.9018 1.5969 0.8905 -0.092 -0.044 0.027 -0.64
O -1.5787 -0.5345 -0.2894 -0.321 0.136 0.851 -1.18
C 2.6151 5.9031 -1.2535 0.011 0.000 -0.021 -0.21
C 1.4544 -2.6477 -1.0591 -0.050 -0.038 -0.072 0.04
C 3.7506 -2.2420 -0.4756 -0.019 0.013 0.002 -0.16
C -2.0115 -3.3803 4.0123 -0.016 0.023 0.009 -0.19
C -0.3174 2.2733 -2.9200 0.024 -0.017 -0.027 -1.13
C -1.6199 3.9171 2.0024 -0.008 0.030 0.002 -1.15
C 1.0186 4.2966 0.3759 -0.003 0.073 0.124 -0.50
C 0.3562 -3.1986 -1.8959 0.059 0.014 0.024 0.04
C 1.4303 5.5609 0.8067 -0.004 0.031 -0.050 -0.18
C 2.8067 -2.7834 -1.3376 0.024 0.001 -0.009 -0.21
C 2.2186 6.3618 -0.0043 -0.004 0.005 0.032 -0.19
C -2.0554 -3.4284 -2.0879 -0.011 0.003 0.022 -0.12
C -2.2797 -4.1654 1.3573 0.019 0.016 0.046 -0.21
C 3.3567 -1.5771 0.6776 0.029 -0.022 -0.037 -0.21
C 2.2191 4.6483 -1.6875 -0.021 0.002 -0.033 -0.13
C 2.3053 1.0573 -1.9315 -0.004 -0.048 0.086 -1.15
C -2.8041 -4.9529 2.3700 -0.023 0.006 0.012 -0.20
C 1.0433 2.7039 3.0193 0.017 0.099 0.004 -1.14
C -1.8892 -4.0535 -3.3154 0.016 0.000 -0.003 -0.21
C -1.4844 -2.5785 3.0134 -0.029 0.007 -0.029 -0.22
C -2.6696 -4.5608 3.6932 -0.001 -0.008 -0.003 -0.16
C 1.4159 3.8338 -0.8852 0.029 -0.009 -0.001 -0.51
C -1.6234 -2.9807 1.6864 -0.030 0.073 0.029 -0.33
C -0.9297 -3.0280 -1.3864 -0.175 0.016 0.035 -0.45
C 2.0086 -1.4396 0.9782 0.064 -0.030 0.165 -0.18
C 1.0700 -1.9577 0.0984 -0.080 -0.081 0.040 -0.43
C -0.6113 -4.2523 -3.8238 0.000 0.008 0.016 -0.16
C 0.5095 -3.8234 -3.1261 0.018 -0.015 -0.015 -0.22
H -2.2438 4.0962 1.1264 -0.009 -0.014 0.000 0.26
H -3.0784 -5.1788 4.4815 0.002 0.000 -0.002 0.23
H 1.1377 5.9314 1.7842 -0.003 -0.003 -0.008 0.21
H 3.2340 6.5248 -1.8874 -0.002 -0.003 0.006 0.22
H 1.4928 -3.9720 -3.5516 0.003 0.000 -0.003 0.22
H 0.4970 1.9983 3.6458 0.014 -0.015 0.004 0.25
H -1.9071 -3.0797 5.0462 -0.003 -0.005 -0.003 0.23
H 4.8032 -2.3532 -0.7004 -0.005 0.002 0.001 0.23
H 1.9907 2.2513 2.7183 -0.028 -0.013 0.015 0.25
H -2.1518 3.2722 2.7056 -0.017 -0.006 -0.006 0.24
H -3.0502 -3.2515 -1.6969 0.005 0.002 0.000 0.22
H -1.4706 4.8799 2.5003 0.006 -0.020 -0.002 0.26
H -3.3162 -5.8722 2.1210 0.001 -0.001 0.006 0.23
H 3.1321 -3.3210 -2.2178 0.001 0.006 -0.012 0.23
H -1.1710 2.9130 -2.7050 0.015 -0.027 0.015 0.26
H 0.2284 2.7093 -3.7635 0.022 -0.028 0.020 0.25
H 2.9842 0.9055 -1.0909 0.008 -0.007 -0.012 0.25
H 1.6979 -0.9579 1.8950 0.044 -0.030 -0.107 0.26
H 4.0983 -1.1739 1.3542 0.005 -0.014 -0.005 0.23
H 1.9690 0.0814 -2.2893 0.009 0.005 0.012 0.24
H 2.5279 7.3410 0.3376 0.001 -0.003 -0.005 0.23
H 1.2820 3.5889 3.6175 -0.004 -0.013 -0.002 0.26
H -2.3767 -4.4839 0.3297 0.015 -0.010 -0.026 0.23
H -0.4871 -4.7376 -4.7826 0.001 -0.001 0.001 0.23
H 2.8720 1.5325 -2.7384 -0.009 -0.001 0.013 0.26
H -0.9783 -1.6564 3.2564 0.016 -0.034 0.009 0.26
H 2.5404 4.3060 -2.6662 -0.003 0.007 0.005 0.20
H -0.6780 1.2893 -3.2253 -0.031 0.014 0.008 0.25
H -2.7539 -4.3781 -3.8778 0.004 -0.001 -0.001 0.23
```
Positions in Å, forces in eV/Å.